Formula: H4N2O2P
Source: OMol25
Level of theory: ωB97M-V/def2-TZVPD

Last column: natural (NBO) charge in e.
Positions of all 9 atoms, in Å:
N (0.620, 1.117, -0.789)  -0.6462
N (0.866, 1.222, 0.655)  -0.6092
O (-1.857, -1.284, -0.002)  -1.0935
O (2.490, -0.713, -0.217)  -1.1380
P (1.040, -0.419, -0.027)  1.0097
H (-0.920, -0.807, 0.177)  0.4044
H (-0.348, 1.449, -0.940)  0.2879
H (-0.015, 1.612, 1.019)  0.3282
H (-1.876, -2.177, 0.125)  0.4567

Summary:
Energy relative to the best compared isomer or geometry (same formula, charge and spin) (kcal/mol): 101.5
Multiplicity: 3
Highest occupied orbital energy (spin up / spin down) (eV): 1.045 / -4.291
Gap between HOMO and LUMO (spin up / spin down) (eV): 3.25 / 6.47
Charge: -1
Calculated total energy (eV): -16424.3619
⟨S²⟩: 2.007